(1)
{"formula": "C28H45N2P2Rh", "method": "wB97M-V/def2-TZVPD", "largest_force_ev_per_a": 1.23, "energy_ev": -54332.262, "homo_energy_ev": -6.5, "symbols": ["Rh", "C", "C", "C", "P", "C", "C", "C", "C", "C", "C", "C", "C", "C", "N", "C", "C", "C", "C", "C", "C", "P", "C", "C", "C", "C", "C", "C", "H", "H", "H", "H", "H", "H", "H", "H", "H", "H", "H", "H", "H", "H", "H", "H", "H", "H", "H", "H", "H", "H", "H", "H", "H", "H", "H", "H", "H", "H", "H", "H", "H", "H", "H", "H", "C", "C", "C", "C", "N", "H", "H", "H", "H", "H", "H", "H", "H", "H"], "positions_angstrom": [[0.292, -0.191, 0.611], [-2.798, -1.786, 0.392], [-2.113, -2.050, -0.951], [-2.533, -0.997, -1.968], [-0.280, -2.037, -0.652], [0.162, -3.811, -0.269], [0.454, -4.073, 1.194], [-0.842, -4.838, -0.793], [0.604, -1.752, -2.193], [0.488, -2.559, -3.329], [1.203, -2.290, -4.476], [2.058, -1.183, -4.471], [2.207, -0.380, -3.363], [1.482, -0.650, -2.176], [1.495, 0.106, -1.043], [2.256, 1.276, -0.929], [3.613, 1.403, -1.217], [4.250, 2.619, -1.012], [3.563, 3.722, -0.518], [2.210, 3.602, -0.223], [1.561, 2.394, -0.422], [-0.184, 1.982, -0.106], [-1.062, 2.497, -1.650], [-1.026, 4.011, -1.868], [-0.520, 1.775, -2.880], [-0.811, 3.159, 1.155], [-0.055, 3.051, 2.473], [-2.304, 2.916, 1.380], [-3.867, -1.612, 0.255], [-2.298, -0.922, 0.842], [-2.672, -2.619, 1.090], [-2.415, -3.033, -1.314], [-2.351, 0.003, -1.571], [-3.604, -1.094, -2.159], [-2.004, -1.088, -2.916], [1.097, -3.934, -0.823], [-0.461, -4.007, 1.782], [1.169, -3.355, 1.590], [0.858, -5.080, 1.325], [-1.745, -4.857, -0.178], [-0.393, -5.832, -0.744], [-1.144, -4.666, -1.826], [-0.195, -3.401, -3.311], [1.097, -2.905, -5.359], [2.623, -0.940, -5.364], [2.867, 0.473, -3.418], [4.171, 0.544, -1.566], [5.308, 2.699, -1.227], [4.079, 4.658, -0.354], [1.664, 4.452, 0.172], [-2.101, 2.188, -1.492], [-0.005, 4.396, -1.809], [-1.640, 4.554, -1.150], [-1.402, 4.248, -2.866], [0.490, 2.119, -3.119], [-1.159, 1.997, -3.737], [-0.479, 0.697, -2.752], [-0.662, 4.163, 0.746], [-0.107, 2.033, 2.850], [-0.508, 3.717, 3.211], [0.999, 3.313, 2.372], [-2.466, 1.913, 1.783], [-2.895, 3.009, 0.467], [-2.694, 3.637, 2.100], [-1.416, -0.352, 4.059], [0.029, -0.729, 3.724], [0.238, -2.214, 3.968], [1.007, 0.051, 4.614], [0.348, -0.367, 2.343], [-1.614, -0.475, 5.127], [-2.116, -0.977, 3.501], [-1.613, 0.688, 3.793], [0.034, -2.427, 5.020], [1.263, -2.513, 3.747], [-0.443, -2.804, 3.366], [0.852, -0.212, 5.664], [0.870, 1.127, 4.512], [2.036, -0.184, 4.339]], "forces_ev_per_a": [[0.28, -0.24, 0.33], [0.25, -0.12, 0.08], [-0.02, -0.16, -0.04], [-0.05, 0.02, 0.00], [-0.45, 0.55, 0.00], [0.06, -0.05, -0.11], [0.02, 0.01, 0.09], [0.03, -0.09, -0.03], [-0.05, -0.27, -0.24], [-0.10, 0.01, 0.13], [0.07, 0.11, 0.00], [0.00, -0.07, -0.08], [-0.01, -0.02, 0.08], [-0.03, 0.02, 0.12], [0.72, 0.37, -0.54], [-0.31, 0.00, 0.00], [-0.02, 0.04, 0.03], [0.01, 0.02, 0.01], [0.04, -0.05, -0.03], [-0.07, -0.03, 0.00], [0.02, 0.04, -0.10], [0.08, -0.33, -0.22], [-0.09, 0.13, 0.02], [-0.04, 0.06, -0.01], [0.03, 0.05, -0.02], [-0.01, 0.06, 0.04], [0.04, 0.06, 0.03], [-0.03, -0.01, -0.01], [0.01, 0.06, 0.03], [-0.41, 0.06, 0.07], [-0.01, -0.02, -0.04], [0.07, 0.07, -0.09], [0.01, 0.00, 0.01], [0.00, 0.04, -0.01], [-0.01, -0.04, 0.01], [-0.01, 0.04, -0.03], [-0.02, -0.02, 0.02], [-0.01, 0.01, 0.03], [0.00, 0.01, -0.02], [0.01, 0.03, -0.01], [-0.02, 0.00, 0.02], [0.05, -0.03, 0.00], [0.02, 0.01, -0.02], [0.01, -0.01, 0.01], [-0.01, -0.01, 0.00], [-0.02, 0.02, 0.02], [0.00, 0.00, -0.01], [0.00, 0.02, 0.01], [0.00, 0.00, 0.00], [0.03, 0.02, -0.01], [0.01, -0.02, -0.03], [0.01, -0.03, -0.01], [0.01, -0.01, 0.01], [-0.02, -0.02, 0.01], [0.00, 0.00, 0.03], [0.01, 0.00, -0.01], [-0.05, 0.00, 0.00], [-0.02, 0.00, 0.00], [0.00, -0.02, 0.00], [0.02, 0.02, -0.01], [0.00, -0.02, -0.02], [0.01, 0.00, -0.01], [0.03, 0.01, -0.01], [0.01, -0.01, 0.01], [-0.09, 0.05, -0.03], [-0.16, 0.73, -0.29], [0.04, -0.08, 0.04], [-0.04, 0.02, 0.12], [0.22, -0.92, 0.79], [0.00, -0.02, -0.01], [0.03, -0.01, -0.02], [0.02, -0.02, 0.04], [0.03, 0.00, 0.00], [-0.01, 0.02, -0.03], [-0.08, -0.03, -0.04], [0.01, 0.00, -0.01], [-0.02, 0.02, -0.01], [-0.02, -0.03, -0.02]]}

(2)
{"formula": "C28H46Br5FIN3O6P", "method": "wB97M-V/def2-TZVPD", "largest_force_ev_per_a": 6.22, "energy_ev": -416839.761, "homo_energy_ev": -11.4, "total_charge": 1, "symbols": ["C", "N", "C", "C", "C", "I", "P", "O", "Br", "O", "C", "F", "C", "C", "C", "O", "C", "C", "O", "C", "C", "C", "C", "C", "C", "N", "C", "C", "C", "C", "O", "C", "O", "C", "C", "C", "N", "H", "H", "H", "H", "H", "H", "H", "H", "H", "H", "H", "H", "H", "H", "H", "H", "H", "H", "H", "H", "H", "H", "H", "H", "H", "H", "H", "H", "H", "H", "H", "H", "H", "H", "H", "H", "H", "H", "Br", "C", "C", "Br", "H", "H", "H", "H", "Br", "C", "C", "Br", "H", "H", "H", "H"], "positions_angstrom": [[3.602, -3.012, 4.264], [2.489, -3.786, 3.717], [1.253, -3.061, 3.361], [1.289, -2.023, 2.146], [0.725, -0.597, 2.573], [2.154, 0.288, 4.057], [-0.843, -0.441, 3.654], [-1.611, -1.984, 3.899], [-2.247, 0.938, 2.440], [0.541, 0.274, 1.438], [1.430, 0.021, 0.348], [2.771, 0.357, 0.849], [1.200, 1.172, -0.731], [1.791, 2.609, -0.226], [0.941, 3.821, -0.884], [0.322, 3.475, -2.145], [0.260, 4.601, -3.056], [1.372, -1.519, -0.241], [2.823, -1.757, -0.396], [0.923, -1.612, -1.770], [-0.343, -0.952, -2.442], [-0.735, -1.005, -3.922], [0.152, -1.746, -4.946], [1.447, -2.382, -4.396], [1.796, -2.307, -2.903], [0.864, -2.522, 0.748], [-0.584, -2.877, 0.778], [-1.730, -1.880, 0.327], [-3.187, -2.145, 1.025], [-4.224, -1.290, 0.094], [-5.525, -1.932, -0.036], [-6.398, -0.895, -0.540], [-7.540, -1.245, -0.943], [1.558, -3.892, 0.678], [1.751, -4.617, -0.707], [0.639, -5.185, -1.717], [3.006, -4.855, -1.092], [3.226, -2.386, 5.154], [4.087, -2.286, 3.523], [4.376, -3.750, 4.705], [2.720, -4.582, 3.124], [0.965, -2.511, 4.342], [0.450, -3.893, 3.282], [2.438, -1.842, 2.067], [-1.530, -2.153, 4.865], [0.064, 1.304, -0.860], [1.732, 0.988, -1.741], [2.906, 2.715, -0.482], [1.620, 2.656, 0.902], [0.093, 4.047, -0.134], [1.556, 4.776, -0.998], [-0.157, 5.564, -2.606], [-0.476, 4.291, -3.903], [1.287, 4.703, -3.546], [3.201, -1.128, -1.043], [-1.058, -0.342, -1.772], [-1.692, -0.494, -4.311], [-0.192, -1.779, -6.038], [2.154, -2.910, -5.138], [2.802, -2.805, -2.630], [-0.972, -3.267, 1.801], [-0.739, -3.829, 0.132], [-1.479, -0.772, 0.264], [-2.009, -2.184, -0.760], [-3.294, -1.690, 2.055], [-3.509, -3.237, 0.967], [-4.400, -0.282, 0.640], [-3.788, -1.017, -0.926], [-6.111, 0.209, -0.575], [0.919, -4.666, 1.261], [2.618, -3.792, 1.127], [-0.071, -5.862, -1.130], [0.043, -4.282, -2.132], [1.044, -5.776, -2.599], [3.016, -5.328, -2.006], [1.320, 2.353, 6.759], [0.661, 4.188, 6.757], [-0.490, 4.352, 5.795], [0.138, 4.434, 3.951], [1.510, 4.831, 6.529], [0.335, 4.374, 7.782], [-1.000, 5.301, 5.965], [-1.216, 3.540, 5.848], [-0.163, 8.366, -5.061], [-1.237, 7.343, -6.327], [-2.669, 7.235, -5.867], [-2.856, 5.918, -4.443], [-0.749, 6.376, -6.449], [-1.174, 7.897, -7.265], [-3.306, 6.872, -6.676], [-3.074, 8.174, -5.488]], "forces_ev_per_a": [[0.74, 0.06, 0.94], [-0.67, 0.70, -0.36], [-0.91, -1.47, 1.56], [2.78, 1.13, 1.79], [-0.31, -0.51, -1.76], [-0.59, -0.23, -0.99], [-1.18, -0.10, 2.09], [1.12, 1.33, -0.80], [0.52, -0.88, 0.23], [1.25, -1.55, -0.32], [0.23, 2.38, 0.02], [-1.95, -1.47, -0.59], [0.00, 0.98, -0.04], [-0.66, -0.14, -0.23], [-0.46, -0.04, 1.06], [0.57, 0.93, 0.50], [-0.48, -0.65, -1.46], [3.58, 2.23, -3.21], [-1.38, -0.89, 0.90], [-2.35, -0.17, -5.76], [0.93, -0.80, -0.57], [2.89, -1.68, 0.52], [0.65, 0.45, 4.12], [-2.37, 1.64, 1.52], [-1.21, 0.79, -0.35], [0.13, -1.09, 1.87], [-4.04, -1.61, -0.34], [-1.39, -0.61, -1.72], [-0.36, 1.23, -1.37], [0.96, 0.88, 1.44], [-0.05, 3.57, -1.11], [-4.73, -3.18, -1.22], [4.92, 1.66, 1.71], [1.45, -2.39, -0.44], [2.90, -1.23, -3.40], [-1.18, 1.14, 1.26], [-3.14, 1.22, 1.81], [0.50, -0.96, -1.35], [-0.39, -0.98, 0.95], [-1.13, 1.29, -0.95], [0.04, 0.56, 0.29], [0.43, -0.55, -1.87], [1.07, 1.66, -0.21], [-1.96, -0.21, -0.41], [-0.18, 0.30, -0.75], [1.81, -0.33, -0.09], [-1.23, -0.21, 1.69], [-1.73, -0.35, 0.49], [0.52, 0.14, -1.51], [1.17, -0.16, -1.08], [-0.57, -1.38, 0.21], [0.80, -1.28, -0.38], [1.30, 0.51, 1.57], [-1.29, 0.39, 0.77], [-0.59, -0.27, 0.50], [1.34, -1.15, -1.31], [1.76, -0.86, 0.99], [0.85, -0.06, 1.83], [-1.19, 0.94, 1.59], [-1.96, 0.95, -0.32], [1.66, 0.94, -1.23], [0.52, 1.82, 0.78], [-0.21, -1.48, 0.59], [0.89, 0.66, 1.67], [0.35, -1.06, -1.11], [0.67, 1.38, 0.24], [0.50, -1.56, -0.86], [-0.53, -0.71, 1.17], [0.34, -1.58, 0.33], [1.05, 1.78, -0.52], [-1.89, -0.13, -0.91], [0.75, 0.87, -0.86], [0.77, -1.57, 0.62], [-0.13, 0.89, 1.39], [-0.17, -0.02, 0.59], [-0.02, 0.22, 0.18], [-0.05, -0.07, 0.24], [-0.01, 0.22, -0.14], [-0.05, -0.14, 0.02], [-0.17, -0.09, -0.05], [-0.02, -0.01, -0.13], [0.10, -0.09, 0.03], [0.17, 0.08, 0.04], [0.00, -0.15, -0.01], [0.11, 0.27, -0.04], [-0.14, -0.23, -0.10], [-0.11, 0.15, -0.02], [-0.16, 0.11, 0.05], [-0.08, -0.06, 0.10], [0.11, 0.04, 0.05], [0.16, -0.12, -0.05]]}